68
Properties=species:S:1:pos:R:3 method="wB97M-V/def2-TZVPD" homo_ev="-16.67 / -17.15" total_energy_ha=-3481.72942 homo_lumo_gap_ha="0.1771 / 0.1693" total_charge=+3 e_above_lowest_ev=0.110
Lu -0.78 0.15 0.42
P -2.62 0.36 -1.90
P -1.20 -2.53 -0.23
P -0.10 2.64 -0.57
H 7.39 -2.52 1.50
C 7.40 -1.57 2.04
C 6.97 -1.41 3.29
H 6.64 -2.25 3.91
C -1.89 0.26 -3.58
C -3.99 -0.84 -2.11
C -3.61 1.91 -2.07
C 0.02 -3.30 0.91
C -2.67 -3.58 0.03
C -0.58 -3.16 -1.84
C 1.33 3.08 0.50
C -1.12 4.15 -0.48
C 0.66 2.82 -2.23
H 7.88 -0.73 1.50
H 7.03 -0.44 3.78
H -2.69 0.33 -4.33
H -1.35 -0.68 -3.70
H -1.18 1.07 -3.74
H -4.59 -0.57 -2.99
H -4.64 -0.85 -1.23
H -3.61 -1.86 -2.25
H -3.58 2.27 -3.11
H -3.23 2.70 -1.42
H -4.66 1.72 -1.79
H -0.16 -4.38 0.99
H -0.08 -2.84 1.90
H 1.05 -3.12 0.56
H -2.60 -4.50 -0.57
H -3.57 -3.03 -0.28
H -2.76 -3.85 1.09
H -0.43 -4.25 -1.79
H 0.38 -2.67 -2.06
H -1.28 -2.93 -2.64
H 1.49 4.17 0.45
H 2.23 2.55 0.17
H 1.11 2.79 1.53
H -0.48 4.99 -0.19
H -1.90 4.01 0.28
H -1.59 4.36 -1.45
H 1.37 3.66 -2.22
H -0.12 3.00 -2.98
H 1.18 1.89 -2.47
C 2.33 -0.40 1.07
C 2.91 -0.76 -0.17
C 4.28 -0.80 -0.28
C 5.07 -0.47 0.81
C 4.50 -0.20 2.06
C 3.13 -0.16 2.20
O 1.02 -0.25 1.17
H 0.26 -0.12 -1.20
H 2.28 -0.97 -1.04
H 4.78 -1.08 -1.20
H 6.15 -0.49 0.66
H 5.14 -0.08 2.94
H 2.66 0.09 3.15
C -3.34 1.84 3.22
S -3.19 1.28 1.51
C -4.54 0.10 1.44
H -2.43 2.36 3.51
H -3.49 0.98 3.87
H -4.19 2.53 3.33
H -4.15 -0.90 1.18
H -5.01 0.05 2.43
H -5.28 0.43 0.70